Formula: C44H63N3RuSi2Te
Source: the Open Molecules 2025 dataset
Level of theory: ωB97M-V with the def2-TZVPD basis set

Output
- Total charge: +2
- HOMO level (alpha / beta): -13.34 / -13.32 eV
- Frontier orbital gap (alpha / beta): 6.1 / 6.2 eV

Last column: Mulliken charge in e.
CARTESIAN COORDINATES (ANGSTROEM)
Ru  -0.25399  0.61994  0.11835  -2.233
C  1.19443  -5.79577  2.53755  -1.574
C  0.92403  -5.62603  1.03369  1.997
C  2.15141  -6.09128  0.25104  -2.079
C  -0.28328  -6.48275  0.62370  -1.608
C  0.60422  -4.16267  0.77788  0.480
C  -0.52041  -3.56888  1.34512  -1.206
C  -0.77854  -2.22996  1.14810  -1.242
N  0.00843  -1.44287  0.40487  1.098
C  1.08053  -2.00405  -0.18906  0.186
C  1.40533  -3.33523  -0.00806  -0.641
C  1.87544  -1.08938  -1.03516  -0.336
C  3.01685  -1.46530  -1.72257  -0.340
C  3.74443  -0.53598  -2.46005  -0.074
C  3.26844  0.78007  -2.45506  -1.479
C  2.12184  1.09236  -1.76971  -1.651
N  1.42110  0.17838  -1.08072  1.123
C  5.00467  -0.89223  -3.22870  1.959
C  6.16619  -0.04863  -2.67843  -1.591
C  5.35958  -2.37264  -3.09814  -2.054
C  4.77816  -0.56076  -4.71270  -1.569
H  1.42801  -6.83934  2.74902  0.453
H  0.32743  -5.52028  3.13924  0.361
H  2.04238  -5.18732  2.85757  0.354
H  2.32354  -7.14817  0.45096  0.428
H  3.05446  -5.55469  0.55017  0.417
H  2.01306  -5.98307  -0.82698  0.445
H  -0.05633  -7.53411  0.79991  0.466
H  -0.51422  -6.35965  -0.43572  0.375
H  -1.17504  -6.23885  1.20116  0.348
H  -1.20175  -4.13764  1.96216  0.650
H  -1.63808  -1.75307  1.58976  0.141
H  2.28310  -3.73797  -0.48715  0.574
H  3.35108  -2.48891  -1.67212  0.751
H  3.79221  1.56454  -2.98262  0.650
H  1.75069  2.10524  -1.72565  1.179
H  6.33728  -0.25399  -1.62045  0.375
H  5.98997  1.02082  -2.79737  0.363
H  7.07828  -0.29434  -3.22204  0.463
H  5.55113  -2.65732  -2.06139  0.451
H  6.27084  -2.57177  -3.66060  0.421
H  4.57875  -3.01762  -3.50672  0.463
H  4.58036  0.50014  -4.87028  0.352
H  3.94473  -1.13333  -5.12333  0.368
H  5.67363  -0.81572  -5.27922  0.459
C  -2.57884  0.11824  3.68797  -0.488
Si  -1.79018  1.70148  3.09528  0.162
C  -2.94726  2.80201  2.12176  -0.456
C  -1.39897  2.66139  4.65476  -1.355
C  -0.19384  1.43666  1.99785  2.897
C  0.10676  2.78602  1.41665  -2.067
C  0.58811  3.96583  1.96816  -0.699
C  0.68993  5.07655  1.14677  -1.276
C  0.34075  4.98899  -0.19706  -1.169
C  -0.08440  3.77420  -0.69151  -0.377
N  -0.19427  2.70807  0.10820  1.690
Si  1.31935  0.65326  2.95799  0.357
C  0.91672  -1.05993  3.58054  -0.806
C  1.83536  1.75268  4.37762  -1.275
C  2.86727  0.59670  1.89736  -0.821
H  -3.56217  0.38150  4.08892  0.488
H  -2.01230  -0.31725  4.51249  0.592
H  -2.73198  -0.63360  2.91943  -0.510
H  -3.88222  2.88243  2.68293  0.668
H  -3.18954  2.42628  1.13115  -0.334
H  -2.54062  3.81311  2.03773  0.328
H  -2.35782  2.98993  5.06690  0.403
H  -0.79972  3.55929  4.50380  0.337
H  -0.92362  2.04966  5.42016  0.381
H  0.84301  4.02254  3.01451  0.465
H  1.03072  6.01898  1.55518  0.497
H  0.39372  5.84810  -0.84978  0.565
H  -0.36552  3.65758  -1.72935  0.434
H  -0.14484  -1.21752  3.76579  0.107
H  1.44203  -1.22001  4.52501  0.675
H  1.26025  -1.82903  2.88664  0.128
H  1.08724  1.90364  5.14895  0.399
H  2.20594  2.72355  4.05016  0.326
H  2.68344  1.23531  4.83741  0.444
H  2.78260  0.11738  0.92687  0.046
H  3.61479  0.03374  2.46390  0.527
H  3.27095  1.60126  1.74725  0.249
C  -5.25462  -0.87856  -0.98391  -1.563
C  -4.69267  -0.71744  0.43565  1.811
C  -5.54291  0.28858  1.22203  -1.476
C  -4.70301  -2.07983  1.14087  -1.565
C  -3.30489  -0.21691  0.34698  1.282
C  -2.17128  0.20886  0.27768  -0.345
H  -6.28211  -1.24159  -0.93717  0.446
H  -4.66581  -1.59425  -1.55966  0.346
H  -5.26406  0.07426  -1.51579  0.274
H  -6.56300  -0.08574  1.31680  0.477
H  -5.57871  1.25394  0.71459  0.313
H  -5.14040  0.44124  2.22393  0.137
H  -5.72230  -2.46605  1.17655  0.480
H  -4.34133  -1.99968  2.16688  0.286
H  -4.08556  -2.80195  0.60299  0.305
C  -2.82295  2.18845  -2.01801  -0.216
Te  -1.46676  0.57287  -2.24743  0.406
C  -0.48220  1.81672  -3.69004  -1.174
C  -1.39073  3.00544  -3.91450  0.587
C  -1.10155  3.93393  -4.91223  -0.851
C  -1.92956  5.02477  -5.10984  -0.662
C  -3.05585  5.19639  -4.31177  -0.687
C  -3.34983  4.27652  -3.32075  -0.743
C  -2.52155  3.17534  -3.11626  0.502
H  -2.66587  2.60038  -1.02259  -0.007
H  -3.82957  1.78013  -2.06234  0.613
H  -0.36624  1.21882  -4.59459  0.752
H  0.51264  2.10138  -3.36154  0.354
H  -0.23004  3.79505  -5.54050  0.498
H  -1.70464  5.73777  -5.89118  0.441
H  -3.70745  6.04488  -4.46966  0.448
H  -4.23039  4.40737  -2.70379  0.529

Forces on atoms 1 to 6 (eV/Å):
Ru 1.61 0.01 -0.70
C 0.00 0.00 0.00
C 0.00 0.00 -0.01
C 0.00 0.00 0.00
C 0.01 0.00 0.00
C 0.01 0.00 0.01